The following is a quantum chemistry calculation of 2 unconnected molecules or ions with the total composition C5H15NSi in a non-equilibrium geometry, from the OMol25 dataset.

Output
* gap between HOMO and LUMO (spin up / spin down): 8.14 / 7.21 eV
* DFT total energy: -543.61497 hartree
* energy above the lowest of the compared OMol25 structures with the same formula, charge and spin: 3.8232 eV
* HOMO energy (spin up / spin down): -7.95 / -6.71 eV
* LUMO (spin up / spin down): 0.0072 / 0.0183 Ha
* F_max: 0.0795 Eh/bohr

Last column: Löwdin charge in e.
Atoms and positions in Å:
Si  -0.17625  1.03240  -0.88817  0.621
N  -1.54767  0.34507  -1.80907  -0.161
C  1.47076  1.08748  -1.72977  -0.256
C  0.46938  -2.32629  0.37187  -0.098
C  0.05214  -0.83724  2.38097  -0.030
C  -0.62382  2.72391  -0.04138  -0.226
C  -0.13685  -2.16517  1.85355  -0.347
H  0.21480  3.27988  0.37332  0.017
H  -0.86520  -0.19642  2.25293  0.049
H  0.24475  -2.97297  2.46444  0.086
H  1.67699  0.87142  -2.86817  0.074
H  2.20686  0.39452  -1.24343  0.029
H  -2.29755  -0.27644  -1.38890  0.042
H  0.11351  -3.25077  -0.16065  0.081
H  0.98194  -0.28191  2.39978  0.041
H  -1.84878  0.95517  -2.59759  0.021
H  -1.20556  2.52343  0.78872  -0.035
H  -1.22123  3.39760  -0.65883  0.017
H  -1.19520  -2.46373  1.81673  0.094
H  0.25092  -1.32746  -0.10283  -0.005
H  1.48396  -2.49653  0.41185  0.022
H  1.95212  1.98406  -1.62535  -0.036

=====

The following is a quantum chemistry calculation of a molecular structure, C17H18N7O6S2Sr in a non-equilibrium geometry, from the OMol25 dataset.

Output
* gap between HOMO and LUMO: 6.42 eV
* DFT total energy: -2320.59521 hartree
* energy above the lowest of the compared OMol25 structures with the same formula, charge and spin: 2.4009 eV
* HOMO energy: -5.11 eV
* LUMO: 0.0484 Ha
* net charge: -1
* F_max: 0.0906 Eh/bohr

Last column: Löwdin charge in e.
Atoms and positions in Å:
Sr  0.33172  -0.64606  -0.62049  1.321
S  -1.28092  1.39552  0.44997  0.608
S  -2.44427  -1.06138  -0.98055  0.414
O  0.91096  0.35057  -2.60103  -0.279
O  3.61470  -0.64779  -9.03437  0.061
O  4.89274  -0.00064  -7.43133  0.077
O  3.04718  0.86356  -2.96531  0.024
O  2.21274  -0.49023  0.50948  -0.313
O  3.66778  -0.93373  2.15479  0.036
N  -4.32030  3.26704  1.15129  0.120
N  2.82509  2.22329  -0.40427  0.221
N  1.53412  2.88072  1.42882  0.085
N  0.55482  2.53586  -0.61582  0.049
N  -6.03443  -0.18859  -0.85688  0.126
N  3.81213  -0.32616  -7.87780  -0.355
N  0.90458  -0.97666  3.30645  0.067
C  -3.90503  1.00751  -0.02471  -0.418
C  -2.63962  0.46957  -0.18856  -1.105
C  1.63917  2.52655  0.14845  -0.482
C  2.85492  0.03899  -5.64163  0.066
C  -4.12032  2.26436  0.61735  -0.288
C  2.61490  -0.47126  1.72575  -0.663
C  -5.07908  0.34650  -0.49589  -0.284
C  2.65727  -0.33264  -6.95632  -0.136
C  3.31095  2.04600  3.06393  -0.178
C  2.62856  3.21018  2.34401  -0.158
C  2.35184  1.06034  3.72873  -0.152
C  1.42064  -0.71005  -7.45209  -0.005
C  0.51058  -0.34757  -5.25585  0.003
C  1.76324  0.02769  -4.78414  -0.107
C  0.34054  -0.71268  -6.58487  -0.050
C  1.94684  0.43486  -3.34072  -0.586
C  1.62586  0.15821  2.72813  -0.352
H  1.61401  1.61143  4.32538  0.117
H  0.13722  -0.66945  3.89163  0.076
H  1.32062  -0.99049  -8.48955  0.115
H  -0.63788  -0.99946  -6.94593  0.108
H  2.90877  0.42670  4.42265  0.114
H  3.49070  1.77257  0.20608  0.109
H  3.36667  3.79760  1.79284  0.121
H  0.87812  0.72920  2.18113  0.070
H  3.82703  0.33646  -5.27865  0.129
H  -0.35825  2.62967  -0.17914  -0.119
H  3.97740  1.49292  2.40006  0.099
H  0.59184  2.92934  1.78776  0.128
H  -0.32382  -0.34415  -4.56682  0.121
H  1.53556  -1.54050  3.86533  0.078
H  2.74385  1.77277  -1.31677  0.069
H  2.18271  3.87879  3.08138  0.122
H  3.95471  2.50576  3.81996  0.114
H  0.56040  1.93600  -1.43606  0.064

=====

The following is a quantum chemistry calculation of 11 unconnected molecules or ions with the total composition C38H66O30 in a non-equilibrium geometry, from the OMol25 dataset.

Output
* gap between HOMO and LUMO: 10.17 eV
* DFT total energy: -3744.78307 hartree
* energy above the lowest of the compared OMol25 structures with the same formula, charge and spin: 0.7311 eV
* HOMO energy: -9.74 eV
* LUMO: 0.0155 Ha
* SMILES: C[C@H]1COC(=O)O1.C[C@H]1COC(=O)O1.C[C@H]1COC(=O)O1.C[C@H]1COC(=O)O1.C[C@H]1COC(=O)O1.C[C@H]1COC(=O)O1.C[C@H]1COC(=O)O1.C[C@H]1COC(=O)O1.OCCO.OCCO.OCCO
* F_max: 0.0751 Eh/bohr

Last column: Löwdin charge in e.
Atoms and positions in Å:
O  13.15518  16.47343  12.06727  0.100
O  16.37151  19.05291  8.02738  0.069
O  12.53526  11.52041  10.33063  0.127
O  16.23941  10.67545  6.82037  0.118
O  12.71708  13.35239  11.57420  0.064
O  10.08113  17.16740  12.30265  -0.055
O  8.90969  10.77277  12.54306  -0.103
O  15.41993  17.73898  6.43224  0.141
O  15.76668  16.95072  8.51714  0.030
O  15.98613  12.31564  5.17601  0.056
O  13.57226  10.04968  14.05902  0.082
O  8.16851  10.48214  7.27164  0.072
O  18.72010  12.42789  11.99195  0.094
O  16.35390  8.25964  8.58651  0.045
O  10.07534  11.28344  8.09781  0.064
O  12.48436  16.20650  9.17086  -0.038
O  15.60777  9.22460  14.49597  0.068
O  17.31249  14.16424  11.94576  0.147
O  8.93970  14.80289  13.75961  -0.071
O  16.88174  12.29494  10.79921  0.046
O  15.06048  15.80056  13.19623  0.007
O  10.39531  8.80652  15.21670  -0.090
O  13.06165  15.32632  14.00868  0.102
O  10.70482  12.48840  11.18423  0.112
O  13.59452  15.01279  7.06238  -0.067
O  15.45450  6.29782  8.84214  0.084
O  16.80907  7.17261  10.46489  0.100
O  15.29732  11.41456  13.84458  0.129
O  16.88126  12.74257  7.23134  0.058
O  9.93968  9.10978  7.47277  0.120
C  16.22329  7.22716  9.39580  -0.604
C  13.33382  8.67363  14.19110  -0.328
C  13.67500  15.88191  13.01542  -0.532
C  7.80371  11.81324  7.80189  -0.269
C  13.18957  8.06152  12.84195  -0.017
C  9.81746  9.07355  13.95130  -0.220
C  14.66718  8.21192  14.85182  -0.070
C  13.58518  6.39971  7.42643  -0.039
C  17.58820  13.04983  11.64916  -0.574
C  17.36347  17.03834  10.33712  -0.026
C  15.40978  14.98732  14.31721  -0.057
C  9.68938  15.97649  11.62797  -0.225
C  12.20907  15.37496  7.03894  -0.199
C  9.18887  12.39212  8.27923  -0.059
C  16.05539  17.56283  9.88008  -0.236
C  14.88551  10.34261  14.17640  -0.517
C  14.03090  15.09657  15.07965  -0.259
C  13.63552  13.88726  15.88604  -0.015
C  11.88068  12.47076  10.98712  -0.555
C  15.07600  6.62502  7.48333  -0.281
C  14.08600  12.97901  11.39852  -0.046
C  15.96348  13.72620  5.34762  -0.078
C  6.82997  11.58725  8.87551  -0.023
C  9.75165  10.58738  13.71230  -0.197
C  18.57145  10.04895  12.73452  -0.006
C  18.07654  14.81692  6.46539  -0.017
C  9.44999  10.21236  7.61438  -0.564
C  15.81426  17.91367  7.55559  -0.566
C  17.53701  11.07462  10.52295  -0.076
C  11.66032  15.39834  8.43652  -0.304
C  8.58225  15.13032  12.36337  -0.166
C  16.76826  14.06295  6.67738  -0.262
C  13.92246  11.85605  10.30636  -0.247
C  15.49334  8.11404  7.36568  -0.027
C  16.22322  19.03374  9.49329  -0.058
C  14.39745  12.30978  8.94829  0.011
C  16.34966  11.81516  6.43585  -0.508
C  18.67515  11.00569  11.52811  -0.218
H  17.98433  15.90843  6.37033  0.082
H  15.44257  12.48496  9.02227  0.059
H  17.86857  10.99657  9.48549  0.139
H  9.84689  14.55704  13.63752  0.044
H  16.25850  15.46786  14.77106  0.133
H  17.59974  10.09864  13.26401  0.064
H  12.96423  7.01225  13.05646  0.100
H  14.08938  8.12600  12.22114  0.096
H  9.55116  13.25089  7.72020  0.117
H  12.61736  14.05297  16.21621  0.079
H  10.97644  17.03843  12.61193  0.047
H  13.44815  5.30759  7.52814  0.090
H  15.42924  19.67376  9.75816  0.118
H  8.87081  8.54743  13.88666  0.122
H  19.65366  10.87448  11.14259  0.134
H  14.20818  11.61850  8.17050  0.083
H  9.47018  11.27416  11.88226  0.056
H  9.34378  16.42930  10.72141  0.108
H  13.97448  16.05188  15.65657  0.169
H  16.13966  8.40412  6.56568  0.107
H  15.70639  14.03691  13.85446  0.106
H  17.08700  19.44496  9.94858  0.116
H  12.09284  16.49325  6.66853  0.161
H  14.28395  13.92535  16.80723  0.116
H  15.20142  17.29218  10.54709  0.152
H  11.67348  14.40275  8.80670  0.094
H  16.84714  10.25736  10.62683  0.118
H  10.47313  8.54679  13.26494  0.094
H  12.27841  8.46747  12.28634  0.105
H  10.51349  15.32639  11.46435  0.079
H  7.35277  11.29350  9.76053  0.079
H  18.70975  8.96581  12.49116  0.104
H  14.63208  7.99948  15.91370  0.132
H  13.97504  13.29748  8.72170  0.091
H  12.33383  16.01346  10.10754  0.061
H  14.90275  14.07256  5.38353  0.128
H  9.25661  12.68193  9.34642  0.115
H  18.52992  14.45879  5.49829  0.095
H  19.28893  10.32035  13.49893  0.079
H  10.61427  15.75542  8.49633  0.128
H  12.91249  6.88851  8.06831  0.065
H  12.51033  8.46671  14.84112  0.121
H  7.47701  12.32290  6.95468  0.127
H  9.80396  9.16466  15.88277  0.088
H  13.16792  6.63174  6.37310  0.123
H  15.54271  5.97388  6.72400  0.157
H  14.59795  13.83759  11.06891  0.117
H  13.90112  15.57000  7.73877  0.016
H  16.09477  14.62992  7.33402  0.123
H  13.57346  12.98952  15.23373  0.090
H  7.73214  15.76892  12.49827  0.105
H  5.95347  10.95839  8.62844  0.109
H  14.50662  10.96832  10.58270  0.147
H  8.40539  14.21505  11.79877  0.100
H  16.48110  14.03854  4.46403  0.118
H  17.56570  17.48551  11.31267  0.108
H  9.47507  11.13897  14.59742  0.112
H  11.63286  14.75263  6.38050  0.109
H  17.31153  15.96058  10.41983  0.067
H  6.48855  12.58572  9.16058  0.096
H  18.89900  14.65876  7.20195  0.092
H  14.65002  8.81971  7.48704  0.133
H  10.67658  11.07111  13.38211  0.107
H  14.51533  12.64169  12.29415  0.080
H  18.06120  17.29474  9.57890  0.087
H  14.93760  7.29206  14.37113  0.124

=====

Q: The lowest energy above the lowest of the compared OMol25 structures with the same formula, charge and spin belongs to which entry?
A: C38H66O30

=====

Q: Which of these has the highest DFT total energy?
A: C5H15NSi

=====

Q: The lowest DFT total energy belongs to which entry?
A: C38H66O30